[1]
Computed, not measured: a molecular structure, C36H27ClF4N6O6SW at a distorted geometry, with wB97M-V/def2-TZVPD.

The spin multiplicity is 1. The total energy comes out at -95049.5922 eV.

Geometry as XYZ:
```
82
Properties=species:S:1:pos:R:3:mulliken_charge:R:1
W 0.0940 0.2018 -0.6249 1.740
Cl -1.5632 -6.9321 -4.9400 -0.207
S 0.6155 0.2758 -4.0637 -0.287
F -3.1145 -0.3681 3.2749 -0.344
F -2.3317 -0.8048 5.6158 -0.320
F 1.3685 0.9039 2.1960 -0.510
F 2.0594 0.3775 4.5498 -0.294
O 6.8300 -1.6748 -0.8415 -0.703
O 7.0188 0.4014 -1.8243 -0.734
O 0.7534 -1.4004 -1.9116 -0.506
O 0.6258 -1.2634 0.6032 -0.895
O -1.2160 -1.4327 -1.1157 -0.837
O 2.1187 -2.8967 0.9300 -0.696
N 0.2208 2.3508 -0.2906 0.910
N -1.2594 0.4025 1.0415 0.771
N 0.5144 1.1416 -2.5509 0.110
N 2.2474 0.2789 -0.5201 0.438
N -2.2277 1.1480 -1.4762 0.895
N 1.0910 3.1504 -3.6366 -0.061
C 2.5327 3.4503 -5.5743 -0.714
C -0.3476 -2.0157 -1.8223 0.342
C 0.5228 3.1264 -1.3289 0.992
C -2.5530 0.7989 -2.8654 -1.146
C 0.7828 0.1627 4.2268 0.283
C -1.7445 -4.0095 -2.2433 -0.309
C 6.4513 -0.5423 -1.2168 0.440
C 0.3897 5.1234 -0.0166 -1.328
C 4.1210 -1.1835 -0.2957 -1.034
C 1.8348 -1.8171 0.5191 -0.202
C 0.3989 0.4132 2.9340 0.000
C 3.0710 1.2227 -0.9885 -0.208
C -1.3904 -0.4113 4.7484 0.161
C 4.9580 -0.2413 -0.8848 0.136
C -2.7201 0.3899 0.8135 -1.142
C 0.7136 2.4253 -2.5679 0.843
C -3.1524 0.4039 -0.6229 -1.748
C 1.6362 1.2953 -5.0547 1.049
C 3.0287 1.5711 -6.9900 -0.742
C -1.7932 -0.1740 3.4487 -0.035
C -0.6132 -3.2663 -2.5422 0.205
C -1.1911 -5.5199 -4.0098 0.437
C 0.6308 4.5071 -1.2163 -0.928
C 0.2401 -3.6583 -3.5651 -0.183
C -0.0523 -4.7895 -4.3118 -1.032
C -0.1029 -0.2687 5.1770 -0.498
C 4.4099 0.9946 -1.1857 -1.270
C -0.0353 2.9641 0.8719 -0.352
C -0.9055 0.2146 2.4084 0.471
C 2.2788 0.7514 -6.1550 -0.652
C -2.0364 -5.1472 -2.9748 -0.894
C 3.1593 2.9201 -6.6937 -0.619
C 0.0289 4.3201 1.0573 -1.027
C 2.7983 -0.8858 -0.1324 1.368
C -2.4878 2.5838 -1.3113 -1.185
C 1.7602 2.6310 -4.7681 -0.169
H 4.5098 -2.1439 0.0227 0.651
H -3.1706 -0.4952 1.2282 0.595
H -0.3320 2.3354 1.6840 0.270
H 2.6404 2.1821 -1.1997 0.704
H -4.1490 0.8472 -0.6818 0.599
H 0.5921 -5.1094 -5.1232 0.429
H -2.0079 1.4346 -3.5540 0.403
H 2.6479 4.5057 -5.3216 0.369
H -2.9084 -5.7462 -2.7494 0.424
H -1.8417 3.1649 -1.9668 0.288
H 3.7635 3.5619 -7.3230 0.402
H 3.5180 1.1503 -7.8618 0.398
H -0.1988 4.7378 2.0307 0.567
H -2.3124 2.8849 -0.2788 0.381
H -2.3861 -3.6965 -1.4257 0.474
H -3.1582 1.2463 1.3306 0.607
H -3.6256 0.9426 -3.0346 0.477
H -3.5260 2.8005 -1.5699 0.456
H 0.4673 6.2002 0.0890 0.469
H 0.1925 -0.4745 6.1981 0.522
H 5.0592 1.7620 -1.5921 0.583
H -3.2206 -0.5967 -1.0058 0.503
H 2.1851 -0.3131 -6.3588 0.447
H 1.1322 -3.0749 -3.7637 0.573
H 0.8919 5.1035 -2.0831 0.582
H -2.3092 -0.2334 -3.0641 0.124
H 1.2755 4.1180 -3.4540 -0.080
```


[2]
Computed, not measured: a molecular structure, C36H28B3N4O25V2 at a distorted geometry, with wB97M-V/def2-TZVPD.

The spin multiplicity is 7. As for the net charge: +1. The total energy comes out at -148342.5691 eV.

Geometry as XYZ:
```
98
Properties=species:S:1:pos:R:3:mulliken_charge:R:1
V -0.9529 -3.5027 0.0280 0.694
V 3.6804 4.8160 3.2830 1.257
O -5.9346 0.0056 -2.8204 -0.494
O 3.2823 -0.8074 4.3204 -0.504
O 1.5595 -1.0879 2.6092 -0.461
O -3.7660 -2.4850 -1.6030 -0.576
O 0.9208 1.1575 -1.8036 -0.470
O 1.7540 0.9074 3.9606 -0.184
O -4.1315 -0.1748 -1.3297 0.355
O -3.6438 3.7791 -3.3097 -0.662
O 4.8296 0.3587 5.4445 -0.629
O 0.1721 -2.5902 1.6889 -0.407
O -0.6117 0.6522 -3.3389 -0.549
O 2.5416 0.1955 -0.2797 -0.603
O 3.1849 2.6154 4.4603 -0.660
O -5.7043 4.0677 -1.0325 -0.618
O -5.8346 -2.0378 -3.7246 -0.618
O -0.9611 3.7239 2.0482 -0.385
O -0.6683 -2.9099 4.3744 -0.549
O 0.2505 -0.2547 -0.0238 0.679
O -5.6515 1.7291 -1.1209 -0.480
O 4.4989 0.7974 0.9274 -0.641
O -4.0677 1.5788 -2.8193 -0.565
O 1.2161 1.8745 0.5662 -0.207
O -1.1536 -1.5807 -1.2691 0.237
O 0.8859 -1.1999 4.8210 -0.425
O 2.7664 3.0443 1.7941 -0.142
N -2.7068 -2.8365 1.1653 0.747
N -1.8664 -4.7568 -5.3318 -0.626
N 5.6390 4.1823 2.5379 -0.076
N 0.9663 -3.6924 -1.1815 0.404
C 3.3403 0.9817 0.5606 0.402
C -5.2949 3.0065 -1.5212 0.493
C 7.1901 2.3544 2.3625 -0.605
C 7.9667 4.6246 2.1916 -0.549
C 6.6913 5.0360 2.3433 -0.083
C 8.2440 3.2658 2.3733 -0.380
C -1.1569 4.5308 0.9316 -0.906
C -5.4836 -1.2154 -2.8991 0.434
C 1.1555 -4.6353 -2.1963 -0.136
C -2.5178 -3.7615 -4.6994 -0.296
C -4.9203 -1.7647 2.4759 -0.446
C 3.1808 -2.6503 -1.9482 -0.981
C -2.7888 -1.5264 1.4531 -0.260
C -0.0200 -3.2618 -5.8732 -0.411
C 0.1702 -2.1099 4.0870 0.122
C -4.3069 2.8939 -2.6651 0.673
C -2.2045 3.0699 2.3458 -0.258
C 3.8096 0.2798 4.7493 0.455
C 5.9271 2.8535 2.6064 0.120
C -3.8037 -3.6339 1.5636 -0.401
C -2.0744 -2.4501 -4.7828 -0.066
C -3.0549 3.1791 1.0482 0.118
C 2.3053 -4.6778 -3.0180 -0.777
C -0.8447 -2.2162 -5.4170 -0.461
C -4.9156 -3.1569 2.2285 -0.735
C 2.8711 1.4419 4.4459 0.519
C -0.4892 -0.5367 -1.1171 0.644
C -2.0840 3.6609 0.0154 0.103
C -0.6052 -4.5530 -5.8779 -0.457
C -0.0742 0.4426 -2.2530 0.007
C 0.6204 -1.9314 2.6341 0.357
C 2.0679 -2.8217 -1.0307 -0.042
C -3.8893 -0.9273 2.0261 -0.821
C 2.4484 2.0988 1.0462 0.189
C -4.3135 -1.3746 -1.8288 0.288
C 3.3061 -3.7008 -2.8919 -0.294
B 1.1521 0.7411 -0.4366 1.018
B -4.9451 0.8210 -1.9951 0.858
B 1.8865 -0.5569 3.9584 1.206
H -3.8777 -4.6741 1.2827 0.348
H -2.1037 2.0090 2.5746 0.113
H -2.6584 -1.7132 -4.2515 0.287
H 4.2060 -3.6578 -3.4876 0.430
H -0.2393 4.8732 0.4533 0.422
H -2.5497 4.3663 -0.6728 0.403
H 8.7620 5.3372 2.0301 0.389
H -3.9321 3.8257 1.0688 0.421
H 5.1441 2.1532 2.8570 0.329
H -1.4329 2.8852 -0.3876 -0.235
H -5.6159 -3.8986 2.5832 0.464
H 9.2781 2.9555 2.3472 0.419
H -1.9409 -0.9450 1.1224 0.377
H -0.5417 -1.1832 -5.3301 0.510
H -2.7838 3.5249 3.1492 0.299
H 6.3909 6.0575 2.1627 0.364
H 1.9431 -1.9835 -0.3613 0.214
H 0.4083 -5.3742 -2.4454 0.379
H 7.3189 1.2881 2.2490 0.450
H -3.4162 -3.9242 -4.1225 0.597
H 2.5452 -5.5122 -3.6604 0.442
H 0.9467 -3.0510 -6.3062 0.468
H -0.0371 -5.3814 -6.2745 0.400
H -3.4866 2.2654 0.6397 -0.481
H -5.8069 -1.4210 2.9880 0.449
H -3.8926 0.1440 2.1622 0.343
H 3.8570 -1.8452 -1.7015 0.549
H -1.5246 5.4902 1.2958 0.370
```


[3]
Computed, not measured: a molecular structure, C36H28Cl5N6O2ReS2Te, with wB97M-V/def2-TZVPD.

For the energy above the lowest of the compared OMol25 structures with the same formula, charge and spin, the calculation gives 16.4 kcal per mole. The spin multiplicity is 4. As for the net charge: +1.

Geometry as XYZ:
```
81
Properties=species:S:1:pos:R:3:mulliken_charge:R:1
Re -0.2215 1.1010 0.7158 0.414
Te 1.9150 -3.7409 0.6387 0.271
Cl 0.1641 2.9471 6.9954 -0.171
Cl -1.5543 0.3898 6.5570 -0.161
Cl 1.2513 2.8717 1.6486 -0.159
Cl -1.9523 -0.7788 3.7088 -0.120
Cl 1.5750 4.3132 4.5170 -0.190
S 0.1741 0.8681 -1.6818 -0.629
S -1.8905 3.9800 0.5099 1.126
O -3.1662 4.4509 0.0592 -0.716
O -1.3559 4.4616 1.7501 -0.670
N -1.9114 2.3103 0.5960 0.819
N 0.9977 -1.1283 -3.6683 0.333
N 1.4011 -0.1759 0.6816 1.770
N 1.4745 -1.3866 -2.5040 -0.291
N -1.7365 -0.2940 0.5265 0.520
N 1.7738 -0.8619 -0.3440 -0.930
C -4.1100 -0.6512 0.7852 1.013
C -3.8734 -2.0384 0.6897 -0.773
C 2.3734 -0.2830 1.7441 -0.106
C 0.6219 2.9032 4.3469 -0.277
C 0.7765 -4.8468 2.0823 -0.988
C -0.7391 4.3123 -0.7778 0.249
C 0.5742 -2.6039 -6.9976 -0.593
C 1.4246 -3.6986 -6.9232 -0.502
C -5.3893 -0.0892 0.9830 -0.992
C -4.4030 2.1272 0.9181 -0.744
C -3.0034 0.2081 0.6796 -0.208
C 4.6089 0.1108 2.5079 -0.737
C -2.6024 -2.5073 0.4909 -1.018
C 0.8685 -4.5416 -1.0482 -0.811
C -0.8082 1.1544 5.2168 -0.001
C 2.9459 -0.7494 4.0192 -1.041
C 0.4579 -1.7422 -5.9207 -0.494
C 0.4554 2.3040 3.1223 0.432
C -1.5455 -1.5995 0.4199 0.201
C -1.0114 3.8348 -2.0547 -0.685
C 3.6788 0.1044 1.4805 -0.501
C 1.1912 -1.9909 -4.7677 0.614
C 0.9987 4.8965 -2.8299 -0.528
C 2.0033 -0.7295 3.0031 0.171
C -0.3297 1.2062 2.8432 -1.032
C 1.1707 -0.5584 -1.5081 0.001
C 1.2425 5.3962 -1.5579 -0.688
C 2.0740 -3.0605 -4.6933 -0.188
C 2.1850 -3.9107 -5.7791 -0.652
C -0.9744 0.6349 3.9284 0.521
C -3.1374 1.6158 0.7310 0.553
C 4.2421 -0.3132 3.7791 -0.581
C 0.3611 5.1177 -0.5227 -0.318
C -0.0239 2.2959 5.4245 0.675
C -0.1332 4.1303 -3.0818 -0.361
C -5.5133 1.2672 1.0506 -1.051
H -4.5521 3.1921 0.9726 0.663
H 0.5915 -4.2033 2.9392 0.292
H 2.6658 -1.1014 5.0034 0.517
H 1.4291 -5.3687 -1.4734 0.376
H 4.9656 -0.3051 4.5830 0.445
H -0.1694 -5.1444 1.6360 0.273
H 0.9905 -1.0649 3.1840 0.588
H 2.6617 -3.2067 -3.7978 0.469
H 0.4068 -0.3042 -3.7924 0.176
H -6.4873 1.7095 1.2098 0.419
H -0.2102 -0.8895 -5.9635 0.364
H -0.3315 3.7668 -4.0813 0.475
H 5.6167 0.4530 2.3166 0.437
H -0.0017 -2.4235 -7.8947 0.375
H -6.2460 -0.7407 1.0915 0.453
H -0.5230 -1.9448 0.2954 0.114
H -2.3952 -3.5640 0.4046 0.408
H -4.7106 -2.7207 0.7705 0.483
H 0.7707 -3.7537 -1.7922 0.035
H -1.9070 3.2518 -2.2312 0.460
H -0.1116 -4.8877 -0.7287 0.332
H 0.5111 5.5220 0.4692 0.578
H 2.8743 -4.7429 -5.7374 0.384
H 1.6912 5.1131 -3.6325 0.413
H 3.9456 0.4279 0.4823 0.480
H 1.3209 -5.7292 2.4054 0.378
H 2.1131 6.0104 -1.3722 0.445
H 1.4958 -4.3839 -7.7564 0.395
```


> Which formula does entry 2 have?

C36H28B3N4O25V2


> Which of these has the highest spin multiplicity?

C36H28B3N4O25V2


> Among the records above, which one has the lowest spin multiplicity?

C36H27ClF4N6O6SW


> Which of these has the lowest spin multiplicity?

C36H27ClF4N6O6SW